ORCA calculation (ωB97M-V with the def2-TZVPD basis set) on one molecule with the formula C14H15N5O5 at a distorted geometry.

HOMO-LUMO gap in eV: 8.7246
2S+1: 1
SMILES: Cc1c([N+](=O)[O-])c([N+](=O)[O-])nn1CC(=O)NCCc1ccccc1
HOMO level in eV: -9.437
Calculated total energy in eV: -32443.9601
Relative energy (zero: lowest compared OMol25 entry of this formula, charge and spin) in kJ/mol: 332.4

Each line ends with the Mulliken charge.
Positions of all 39 atoms, in Å:
O (0.6464, -3.7047, -0.1539)  -0.67
O (-4.5911, -0.2071, 1.6463)  -0.61
O (-3.5350, 2.6066, -1.1861)  -0.54
O (-1.4288, 2.7732, -1.6105)  -0.53
O (-3.6653, 1.7330, 1.4789)  -0.55
N (-1.4246, 0.0133, -1.5072)  -0.94
N (-2.4069, 2.1797, -1.2313)  0.94
N (-3.8049, 0.5762, 1.1588)  0.90
N (1.1181, -1.4922, -0.2339)  0.19
N (-1.5757, -1.2003, -0.9939)  0.86
C (-2.9315, 0.0750, 0.1526)  0.65
C (2.2979, -1.5271, 0.6052)  -0.58
C (1.5857, 3.3882, 0.4298)  -0.50
C (2.1498, 1.4739, -0.8976)  -0.20
C (-2.2324, 0.8101, -0.8348)  0.06
C (-2.7961, -2.4616, 0.7680)  -1.53
C (3.3307, -0.5148, 0.1012)  -1.15
C (2.7841, 1.5556, 1.4087)  -0.38
C (2.2010, 2.8044, 1.5249)  -0.61
C (1.5655, 2.7244, -0.7842)  -0.47
C (-2.4670, -1.2341, 0.0176)  0.27
C (-0.7828, -2.2875, -1.4848)  -0.99
C (0.4145, -2.5848, -0.5464)  0.74
C (2.7649, 0.8765, 0.1964)  0.48
H (2.6890, -2.5468, 0.5801)  0.41
H (-3.4162, -2.2148, 1.6260)  0.35
H (0.8698, -0.5857, -0.6102)  -0.02
H (-3.3580, -3.1475, 0.1335)  0.32
H (2.0204, -1.2851, 1.6381)  0.34
H (3.5938, -0.7505, -0.9313)  0.30
H (-1.3852, -3.1939, -1.5688)  0.34
H (2.2253, 3.3221, 2.4725)  0.40
H (-1.8902, -2.9699, 1.0947)  0.35
H (1.0799, 3.1713, -1.6366)  0.36
H (4.2275, -0.6019, 0.7154)  0.44
H (1.1237, 4.3592, 0.5205)  0.41
H (2.1431, 0.9683, -1.8542)  0.39
H (-0.4033, -2.0025, -2.4683)  0.37
H (3.2636, 1.1020, 2.2649)  0.41